# 1
Entry from the Open Molecules 2025 dataset: a 14-piece molecular cluster, C62H80FN16O2 overall (the ωB97M-V functional and the def2-TZVPD basis).

Element x y z (Å)
C (3.4434, 1.2049, -0.3395)
C (4.1349, 2.5450, -0.2897)
O (5.2159, 2.6029, 0.2010)
N (3.5113, 3.7190, -0.7719)
C (2.7357, 3.6175, -2.0059)
C (1.2837, 4.0917, -1.9311)
C (0.5263, 3.6673, -0.6639)
C (-0.8515, 3.0021, -0.9413)
C (-0.8592, 1.5619, -0.5342)
C (-0.2701, 0.5479, -1.3230)
O (0.3278, 0.8818, -2.4761)
C (-0.3060, -0.7424, -0.8510)
C (-0.9367, -0.9453, 0.3749)
N (-1.5010, -0.0172, 1.1001)
N (-1.4276, 1.1833, 0.5963)
F (-2.0139, 2.1041, 1.3614)
H (2.9892, 0.9834, 0.6218)
H (4.2048, 0.4517, -0.4980)
H (2.7170, 1.1003, -1.1383)
H (3.0381, 4.2204, -0.0343)
H (2.7660, 2.6230, -2.4348)
H (3.2342, 4.2524, -2.7337)
H (0.7672, 3.6526, -2.7739)
H (1.2477, 5.1703, -2.0395)
H (0.3481, 4.4992, 0.0063)
H (1.1499, 2.9748, -0.0972)
H (-1.6614, 3.5253, -0.4543)
H (-1.0679, 3.0107, -2.0032)
H (-0.2005, 0.6040, -3.2438)
H (0.1363, -1.5424, -1.4141)
H (-0.9772, -1.9421, 0.7845)
N (1.6221, 2.5965, 3.4248)
C (2.9720, 2.7655, 3.2551)
C (3.5278, 2.9457, 4.4908)
C (2.4754, 2.8621, 5.4470)
C (1.3142, 2.6495, 4.7578)
H (0.9597, 2.4534, 2.6888)
H (3.4235, 2.7502, 2.2783)
H (4.5727, 3.1081, 4.6913)
H (2.5661, 2.9498, 6.5161)
H (0.2973, 2.5272, 5.0815)
N (-2.2696, 0.1472, 7.2015)
C (-2.7586, -1.1048, 6.9017)
C (-2.6626, -1.2812, 5.5507)
C (-2.0995, -0.0978, 5.0061)
C (-1.8623, 0.7599, 6.0438)
H (-2.2144, 0.5462, 8.1213)
H (-3.1263, -1.7606, 7.6725)
H (-2.9642, -2.1642, 5.0128)
H (-1.8918, 0.1013, 3.9673)
H (-1.4486, 1.7520, 6.0511)
N (-1.4455, -0.9820, -5.0629)
C (-2.5540, -0.4042, -5.6235)
C (-3.6185, -0.6482, -4.7998)
C (-3.1406, -1.4043, -3.6950)
C (-1.7980, -1.5940, -3.8831)
H (-0.5221, -0.9649, -5.4583)
H (-2.4899, 0.1268, -6.5577)
H (-4.6312, -0.3265, -4.9714)
H (-3.7190, -1.7715, -2.8635)
H (-1.0661, -2.1177, -3.2921)
N (0.6983, -2.6696, -7.6608)
C (0.8079, -3.4451, -8.7825)
C (1.8946, -3.0084, -9.4910)
C (2.4656, -1.9258, -8.7679)
C (1.7081, -1.7419, -7.6440)
H (-0.0121, -2.7712, -6.9605)
H (0.1041, -4.2368, -8.9775)
H (2.2444, -3.4177, -10.4237)
H (3.3336, -1.3515, -9.0427)
H (1.8043, -1.0324, -6.8381)
N (6.7404, 6.0783, -4.6803)
C (7.1176, 7.0071, -3.7508)
C (6.4973, 6.6982, -2.5706)
C (5.7151, 5.5326, -2.7952)
C (5.8878, 5.1748, -4.1077)
H (7.0440, 6.0622, -5.6360)
H (7.7937, 7.8041, -4.0069)
H (6.5947, 7.2436, -1.6475)
H (5.0983, 5.0185, -2.0763)
H (5.4832, 4.3567, -4.6803)
N (1.6213, 3.5433, -6.7611)
C (0.6091, 2.7142, -7.1473)
C (0.5161, 1.7095, -6.2212)
C (1.5149, 1.9504, -5.2339)
C (2.1771, 3.0932, -5.5999)
H (1.9228, 4.3610, -7.2616)
H (0.0464, 2.9033, -8.0448)
H (-0.1880, 0.8966, -6.2557)
H (1.7355, 1.3582, -4.3642)
H (2.9958, 3.6183, -5.1380)
N (0.7658, -1.6008, 7.8825)
C (0.7891, -2.9470, 7.6826)
C (1.7252, -3.4786, 8.5194)
C (2.2935, -2.4113, 9.2686)
C (1.6803, -1.2567, 8.8454)
H (0.1686, -0.9632, 7.3865)
H (0.1417, -3.4073, 6.9552)
H (1.9792, -4.5229, 8.5893)
H (3.0628, -2.4801, 10.0186)
H (1.8132, -0.2320, 9.1468)
N (-0.2827, -4.0118, 2.2269)
C (-0.0983, -5.2654, 1.7078)
C (-1.3151, -5.7342, 1.2967)
C (-2.2745, -4.7184, 1.5688)
C (-1.6094, -3.6701, 2.1471)
H (0.4433, -3.4410, 2.6178)
H (0.8806, -5.7122, 1.6881)
H (-1.5013, -6.6979, 0.8551)
H (-3.3326, -4.7606, 1.3736)
H (-1.9646, -2.7207, 2.5137)
N (2.4228, -6.7197, -8.5661)
C (2.3039, -8.0299, -8.9423)
C (3.2619, -8.7457, -8.2768)
C (3.9862, -7.8303, -7.4646)
C (3.4433, -6.5897, -7.6651)
H (1.8519, -5.9655, -8.8985)
H (1.5524, -8.3390, -9.6481)
H (3.4272, -9.8063, -8.3617)
H (4.8109, -8.0582, -6.8109)
H (3.6942, -5.6293, -7.2484)
N (1.8725, -7.1993, 6.6589)
C (1.3925, -6.2295, 5.8229)
C (0.2747, -6.7172, 5.2107)
C (0.0613, -8.0375, 5.6897)
C (1.0649, -8.3045, 6.5844)
H (2.6869, -7.1153, 7.2377)
H (1.8781, -5.2721, 5.7353)
H (-0.3140, -6.1664, 4.4947)
H (-0.7309, -8.7106, 5.4100)
H (1.2726, -9.1819, 7.1717)
N (-5.2399, -0.0162, 9.0609)
C (-6.3188, 0.3258, 8.2923)
C (-7.4462, 0.0880, 9.0286)
C (-7.0323, -0.4151, 10.2933)
C (-5.6658, -0.4670, 10.2829)
H (-4.2877, 0.0517, 8.7682)
H (-6.1911, 0.7067, 7.2937)
H (-8.4567, 0.2594, 8.6980)
H (-7.6659, -0.7045, 11.1142)
H (-4.9637, -0.7837, 11.0347)
N (3.0168, 7.0882, -8.2453)
C (3.1312, 6.2088, -9.2938)
C (4.3094, 6.4733, -9.9352)
C (4.9335, 7.5497, -9.2481)
C (4.1141, 7.9059, -8.2125)
H (2.2480, 7.1342, -7.6038)
H (2.3662, 5.4774, -9.4960)
H (4.6836, 5.9557, -10.8019)
H (5.8755, 8.0109, -9.4907)
H (4.2153, 8.6685, -7.4602)
N (-11.2540, 0.2626, 7.1727)
C (-11.7380, 0.1299, 5.9000)
C (-12.3733, 1.2963, 5.5701)
C (-12.2655, 2.1685, 6.6882)
C (-11.5689, 1.5022, 7.6594)
H (-10.7475, -0.4432, 7.6734)
H (-11.5905, -0.7785, 5.3423)
H (-12.8621, 1.5029, 4.6332)
H (-12.6559, 3.1687, 6.7687)
H (-11.2724, 1.8016, 8.6498)

Computed properties:
HOMO-LUMO gap (eV): 4.40
Net charge: +1
Spin multiplicity: 1
HOMO level (eV): -9.3

# 2
Entry from the Open Molecules 2025 dataset: C5H9N in the gas phase (the ωB97M-V functional and the def2-TZVPD basis).

Element x y z (Å)
C (0.1090, 0.5709, 0.6348)
C (1.4089, 0.8387, 0.7881)
N (2.0169, 1.7409, 1.5966)
C (-0.4764, 0.0516, -0.6905)
C (-0.9321, -1.2929, -0.7078)
C (-1.7774, -1.9342, -1.5618)
H (-0.5518, 0.7311, 1.5192)
H (2.0725, 0.2588, 0.1978)
H (2.9420, 1.5615, 2.0212)
H (1.4199, 2.2110, 2.2921)
H (0.3367, 0.2293, -1.4250)
H (-1.1210, 0.9338, -1.1993)
H (-0.9190, -1.7961, 0.2889)
H (-2.6864, -2.3111, -1.1324)
H (-1.8417, -1.7934, -2.6217)

Computed properties:
HOMO-LUMO gap (eV): 9.05
SMILES string: C=CC/C=C/N
Spin multiplicity: 1
ΔE to the lowest compared entry with this formula, charge and spin (eV): 3.315
HOMO level (eV): -8.0

# 3
Entry from the Open Molecules 2025 dataset: C3H3FO2 in the gas phase (the ωB97M-V functional and the def2-TZVPD basis).

Element x y z (Å)
C (1.4658, 0.1601, 0.5697)
C (0.8791, -0.0882, -0.6178)
C (-1.8328, 0.0470, -0.0646)
O (-2.1554, 0.9348, 0.6694)
O (-0.6768, -0.3453, -0.7037)
F (-2.6182, -0.9925, -0.3898)
H (2.5557, 0.1081, 0.7082)
H (0.9733, 0.2678, 1.4502)
H (1.4092, -0.0918, -1.6216)

Computed properties:
HOMO-LUMO gap (eV): 11.48
SMILES string: C=COC(=O)F
Spin multiplicity: 1
ΔE to the lowest compared entry with this formula, charge and spin (eV): 1.478
HOMO level (eV): -10.6

# 4
Entry from the Open Molecules 2025 dataset: a 8-piece molecular cluster, C30H47N7O19 overall (the ωB97M-V functional and the def2-TZVPD basis).

Element x y z (Å)
C (2.6352, -0.7656, 1.8462)
C (1.4511, -1.0172, 1.6406)
C (-0.0766, -1.1095, 1.9238)
C (-0.6331, -2.1040, 2.8956)
C (0.3522, -3.0994, 3.6665)
O (1.3199, -2.3104, 4.3830)
C (0.7337, -1.6068, 5.4830)
C (-2.0994, -2.2285, 3.2529)
C (-3.0390, -1.2793, 2.5811)
C (-2.4738, -0.2733, 1.5853)
C (-1.0207, -0.1618, 1.2421)
C (-0.5106, 0.9516, 0.2241)
C (-0.7747, 2.4226, 0.7620)
O (-0.1157, 3.3388, -0.1491)
C (0.6999, 4.2648, 0.5205)
O (0.4703, 5.4598, 0.4109)
C (1.9475, 3.8140, 1.3783)
C (2.4949, 5.0565, 2.2020)
C (-3.5350, 0.7140, 0.9337)
O (-3.4778, 1.1026, -0.2241)
C (-4.7066, 1.1497, 1.9194)
C (-5.1775, 2.6524, 1.7925)
C (-5.2156, 3.2575, 3.2963)
C (-6.6197, 2.8428, 1.1521)
C (-6.9739, 4.4170, 1.2839)
C (-5.2219, 0.2364, 2.8320)
C (-4.6058, -1.2290, 2.8646)
O (-5.2685, -2.2361, 3.0511)
H (3.6922, -0.4284, 2.0243)
H (0.8988, -3.7753, 2.9384)
H (-0.2494, -3.6837, 4.4268)
H (0.0090, -0.7865, 5.1848)
H (0.2322, -2.2664, 6.2549)
H (1.5953, -1.0811, 6.0168)
H (-2.4608, -2.9785, 4.0135)
H (0.6174, 0.8614, 0.0791)
H (-0.9983, 0.8357, -0.7880)
H (-1.8670, 2.7197, 0.7858)
H (-0.4082, 2.5173, 1.8408)
H (1.7361, 2.9770, 2.1106)
H (2.7908, 3.4503, 0.6990)
H (2.7989, 5.8986, 1.5180)
H (1.6443, 5.4224, 2.8679)
H (3.3762, 4.7893, 2.8653)
H (-4.3676, 3.2555, 1.2571)
H (-4.4481, 2.6493, 3.8823)
H (-6.2327, 2.9851, 3.7116)
H (-4.9751, 4.3592, 3.3277)
H (-7.3466, 2.2766, 1.8161)
H (-6.6880, 2.5552, 0.0608)
H (-5.9711, 4.9588, 1.2469)
H (-7.6264, 4.7792, 0.4382)
H (-7.4111, 4.6565, 2.3087)
H (-6.0263, 0.5712, 3.5444)
C (2.7956, -4.0783, -0.6275)
N (2.5715, -2.7774, -1.3110)
O (3.5290, -2.2591, -1.8595)
O (1.4432, -2.3214, -1.2734)
H (3.8401, -4.3591, -0.7429)
H (2.5461, -3.9446, 0.4239)
H (2.1441, -4.8129, -1.0983)
C (6.5615, -4.5676, -3.6138)
N (6.0420, -5.7085, -2.8156)
O (5.9508, -5.5515, -1.6092)
O (5.7430, -6.7169, -3.4258)
H (6.7842, -3.7423, -2.9414)
H (7.4631, -4.9046, -4.1224)
H (5.7865, -4.2870, -4.3254)
C (3.7609, -1.8644, -6.1361)
N (3.7216, -3.3016, -6.5164)
O (3.0909, -3.6009, -7.5142)
O (4.3262, -4.0788, -5.7975)
H (3.1835, -1.2946, -6.8601)
H (3.3266, -1.7755, -5.1413)
H (4.8033, -1.5507, -6.1417)
C (7.0017, -1.5250, 2.9988)
N (6.0291, -1.6342, 1.8787)
O (5.9699, -0.7022, 1.0931)
O (5.3612, -2.6491, 1.8293)
H (7.5237, -0.5746, 2.9176)
H (6.4383, -1.5782, 3.9288)
H (7.6980, -2.3568, 2.9107)
C (-0.1168, -1.7805, -8.5481)
N (0.6963, -0.6366, -8.0588)
O (1.4845, -0.1354, -8.8400)
O (0.5116, -0.2851, -6.9042)
H (0.1500, -1.9826, -9.5825)
H (0.1099, -2.6380, -7.9169)
H (-1.1647, -1.4972, -8.4686)
C (-3.3498, 6.5831, 1.3151)
N (-3.9126, 7.0882, 2.5972)
O (-4.0022, 8.2926, 2.7326)
O (-4.2441, 6.2516, 3.4238)
H (-3.1017, 7.4322, 0.6833)
H (-2.4579, 6.0052, 1.5524)
H (-4.1097, 5.9616, 0.8451)
C (-2.0941, -2.2145, -2.4256)
N (-2.1435, -3.6529, -2.8008)
O (-2.7647, -3.9493, -3.8067)
O (-1.5566, -4.4319, -2.0719)
H (-2.6558, -1.6412, -3.1592)
H (-2.5397, -2.1171, -1.4367)
H (-1.0475, -1.9130, -2.4188)

Computed properties:
HOMO-LUMO gap (eV): 8.04
SMILES string: C#Cc1c(COC)cc2c(c1CCOC(=O)CC)C(=O)C([C@H](C)CC)=CC2=O.C[N+](=O)[O-].C[N+](=O)[O-].C[N+](=O)[O-].C[N+](=O)[O-].C[N+](=O)[O-].C[N+](=O)[O-].C[N+](=O)[O-]
Spin multiplicity: 1
HOMO level (eV): -9.2

# 5
Entry from the Open Molecules 2025 dataset: C30H48BrN4OP2Rb as an isolated structure (the ωB97M-V functional and the def2-TZVPD basis).

Element x y z (Å)
Rb (-0.2145, 0.5677, -0.5164)
C (6.6864, 5.3031, 1.2930)
C (6.7834, 4.4008, 0.1066)
C (7.2454, 5.2010, -1.1545)
C (7.7839, 3.2361, 0.2857)
C (5.3732, 3.9241, -0.1752)
C (5.0001, 2.5840, -0.0854)
C (3.7213, 2.1486, -0.3429)
Br (3.2816, 0.2812, -0.1906)
C (2.7439, 3.0716, -0.8016)
O (1.5073, 2.6985, -0.8211)
C (3.0979, 4.3867, -1.0721)
C (4.3418, 4.7952, -0.5906)
C (2.1467, 5.4008, -1.7862)
C (1.5299, 4.8873, -3.0832)
C (0.9822, 5.8252, -0.7922)
C (2.9101, 6.7132, -2.1124)
H (7.6514, 5.5901, 1.6950)
H (6.1315, 4.8517, 2.1378)
H (6.2269, 6.2112, 0.9614)
H (8.2300, 5.6743, -0.8975)
H (6.3979, 5.9222, -1.3039)
H (7.2696, 4.5789, -2.0099)
H (8.8003, 3.5789, 0.3768)
H (7.7426, 2.6673, -0.6445)
H (7.5497, 2.6851, 1.2295)
H (5.7729, 1.8417, 0.1439)
H (4.6050, 5.8357, -0.5617)
H (1.2706, 3.8623, -2.8812)
H (2.2759, 4.7450, -3.8687)
H (0.6173, 5.5131, -3.3604)
H (0.3246, 5.0149, -0.5317)
H (0.4259, 6.5451, -1.3640)
H (1.1570, 6.2886, 0.0995)
H (3.7656, 6.4790, -2.8020)
H (3.1896, 7.2553, -1.1498)
H (2.3606, 7.4842, -2.6810)
C (-6.4492, -3.9553, -1.2214)
P (-4.8029, -4.0895, -2.0200)
C (-4.5636, -3.1191, -3.5406)
C (-4.7594, -5.8021, -2.5202)
C (-5.7657, -6.4296, -3.2629)
C (-5.7739, -7.8327, -3.3216)
C (-4.6948, -8.5667, -2.7468)
C (-3.6885, -7.9052, -2.0170)
C (-3.6440, -6.5413, -1.9336)
P (-2.7508, -5.4205, -0.8979)
C (-2.5399, -6.3606, 0.6779)
C (-1.0851, -5.4444, -1.7744)
H (-6.9239, -4.9494, -1.3149)
H (-6.8894, -3.1960, -1.8621)
H (-6.2975, -3.5718, -0.1947)
H (-5.5022, -3.2027, -4.0847)
H (-3.6078, -3.5317, -4.0748)
H (-4.4421, -2.0691, -3.1703)
H (-6.4438, -5.8087, -3.8727)
H (-6.5430, -8.3855, -3.8709)
H (-4.6996, -9.6484, -2.7824)
H (-2.8129, -8.4665, -1.6077)
H (-2.4316, -5.6619, 1.5029)
H (-1.5233, -6.8599, 0.5403)
H (-3.2727, -7.0970, 0.8421)
H (-0.3271, -4.9807, -1.1592)
H (-1.2546, -4.8979, -2.7075)
H (-0.8110, -6.5024, -1.9399)
C (-0.3609, -0.1601, 3.3538)
N (-1.4309, -0.3228, 2.4169)
C (-2.3465, 0.8219, 2.6271)
N (-2.8496, 0.8656, 4.0203)
C (-1.7083, 0.8606, 4.9474)
N (-0.7688, -0.2042, 4.7122)
C (-1.5096, -1.4597, 4.9571)
N (-2.6532, -1.5966, 4.0376)
C (-2.1920, -1.5867, 2.6806)
C (-3.5141, -0.4665, 4.2896)
H (0.1821, 0.7101, 3.0774)
H (0.3778, -0.9694, 3.2341)
H (-3.2110, 0.7556, 1.9413)
H (-1.8437, 1.7334, 2.3421)
H (-2.0424, 0.8066, 5.9490)
H (-1.1149, 1.7812, 4.8388)
H (-1.8840, -1.6396, 5.9722)
H (-0.8232, -2.2846, 4.7431)
H (-2.9706, -1.7214, 1.9523)
H (-1.5312, -2.4465, 2.6149)
H (-3.8225, -0.5873, 5.3189)
H (-4.3682, -0.6428, 3.5599)

Computed properties:
HOMO-LUMO gap (eV): 5.53
Spin multiplicity: 1
ΔE to the lowest compared entry with this formula, charge and spin (eV): 0.000
HOMO level (eV): -6.1

# 6
Entry from the Open Molecules 2025 dataset: C21H25N3O4 in the gas phase (the ωB97M-V functional and the def2-TZVPD basis).

Element x y z (Å)
C (-5.2892, -1.1311, 1.7090)
C (-3.9945, -1.1784, 0.7125)
C (-2.9580, -1.9726, 0.9086)
C (-1.9484, -2.1135, 0.0703)
C (-1.8894, -1.3568, -1.1035)
C (-3.0100, -0.3741, -1.1395)
C (-4.1525, -0.4203, -0.1956)
H (-4.8972, 0.4155, -0.6712)
C (-2.9052, 0.6854, -2.4429)
H (-1.8788, 1.1707, -2.3057)
H (-3.7386, 1.5640, -2.3332)
H (-2.9672, 0.2053, -3.3897)
H (-1.0215, -1.3203, -1.6977)
O (-1.0428, -2.9506, 0.4274)
C (-0.0268, -3.2663, -0.6561)
C (1.0686, -2.2964, -0.2089)
O (1.4811, -1.5713, -1.0829)
N (1.7352, -2.4750, 0.9385)
N (3.1169, -1.7122, 0.9762)
C (3.9620, -2.0617, 0.2440)
O (3.9326, -3.1238, -0.6277)
C (4.9293, -0.9325, 0.1790)
H (5.8867, -1.3118, -0.4804)
H (5.3117, -0.6685, 1.1907)
C (4.4339, 0.3423, -0.9569)
C (3.7370, 1.1043, 0.2096)
O (3.6060, 0.7214, 1.4249)
N (3.0967, 2.2842, -0.4189)
H (2.9391, 2.1142, -1.2818)
C (2.3307, 3.0760, 0.4186)
C (0.8233, 2.9570, 0.2962)
C (-0.1040, 3.7076, -0.3760)
C (-1.4058, 3.5410, -0.1770)
C (-1.9471, 2.2490, 0.4217)
C (-1.0793, 1.4078, 1.0239)
C (0.3565, 1.9116, 1.0104)
H (1.0291, 1.0253, 1.2656)
H (-1.4291, 0.6111, 1.7767)
H (-3.0057, 2.2420, 0.5104)
H (-2.2337, 4.3311, -0.5607)
H (0.3851, 4.5402, -0.5843)
H (2.5292, 3.1556, 1.6152)
H (2.4081, 4.0566, -0.0503)
H (3.7176, -0.3221, -1.4763)
H (5.1224, 0.8275, -1.2499)
H (3.1777, -0.9564, 1.4548)
H (1.6482, -3.3359, 1.4771)
H (0.4805, -4.4111, -0.2984)
H (-0.3417, -3.0965, -1.6670)
H (-3.2864, -2.7016, 1.8016)
H (-5.3366, -1.9538, 2.2255)
H (-6.2372, -1.0550, 0.9947)
H (-5.1185, -0.1770, 2.1497)

Computed properties:
HOMO-LUMO gap (eV): 8.96
SMILES string: Cc1cc(C)cc(OCC(=O)NNC(=O)CCC(=O)NCc2ccccc2)c1
Spin multiplicity: 1
ΔE to the lowest compared entry with this formula, charge and spin (eV): 17.684
HOMO level (eV): -8.4

What is the HOMO level in the first record? -9.3 eV

The lowest HOMO level belongs to which entry? C3H3FO2